Record 1
42
Properties=species:S:1:pos:R:3:forces:R:3:nbo_charge:R:1 method="wB97M-V/def2-TZVPD" homo_lumo_gap_ha="0.2103 / 0.1708" spin_multiplicity=3 relative_energy_kj_mol=0.00 e_homo_ev="-10.42 / -10.17" total_charge=+1
W 1.516065 -1.821525 1.571201 1.54 1.75 0.86 -0.15
Te 2.763123 -3.785758 0.173696 0.76 0.29 -0.09 0.10
Te 3.927635 -1.365493 0.440025 0.74 -0.63 -0.56 0.28
Te 3.492192 -2.020186 3.495388 -0.49 -0.21 -0.32 0.38
Te 0.924484 -2.140855 4.235219 0.21 -0.02 0.18 0.05
N -2.432811 -6.811526 -0.020764 0.01 0.07 0.01 -0.21
C -2.192027 -5.728232 0.273165 0.01 -0.23 -0.07 0.23
C -1.886739 -4.378668 0.642384 -0.59 0.20 -0.06 -0.17
C -2.868474 -3.386621 0.610715 0.41 -0.23 0.05 -0.07
C -2.511308 -2.135650 1.080303 -0.17 0.11 0.03 -0.23
C -1.220746 -1.896104 1.483473 0.21 -0.61 0.21 0.04
N -0.213622 -2.828859 1.389403 -3.88 -1.12 -0.12 -0.55
C -0.603123 -4.067540 1.039127 1.00 0.25 0.08 0.11
H -3.868651 -3.609524 0.267993 -0.02 -0.01 0.03 0.26
H -3.241120 -1.342471 1.161119 0.01 0.00 0.02 0.25
H -0.965907 -0.965245 1.974164 0.07 0.17 -0.23 0.25
H 0.160363 -4.831338 1.082987 -0.03 -0.03 -0.11 0.24
C 2.228475 1.535834 -2.948894 0.09 -0.01 0.06 -0.64
C 2.720354 2.296298 -1.736797 -0.09 -0.12 -0.11 0.13
C 2.166811 3.699255 -1.631792 0.02 -0.03 0.07 -0.64
O 2.426056 1.525760 -0.505643 -0.08 0.31 0.03 -0.86
P 1.103793 0.908313 0.028590 -0.06 -0.47 0.05 1.83
S 1.438444 0.580370 2.014714 -0.07 0.02 -0.34 -0.32
S 0.651089 -0.922725 -0.721635 0.38 0.44 0.48 -0.42
O -0.007485 1.973736 -0.265446 0.06 0.12 0.08 -0.85
C -1.449439 1.801623 -0.064280 -0.22 0.03 -0.04 0.11
C -1.830298 2.139376 1.364997 0.16 -0.03 -0.05 -0.64
C -2.117565 2.722424 -1.061545 0.08 -0.06 0.00 -0.62
H 2.496319 2.086009 -3.850774 -0.02 0.01 0.00 0.24
H 1.141770 1.432386 -2.922335 -0.01 0.01 -0.05 0.21
H 2.681840 0.546597 -3.004005 -0.05 -0.01 0.01 0.23
H 3.808268 2.316358 -1.710172 0.00 0.02 -0.05 0.21
H 1.082396 3.703247 -1.725684 0.00 0.02 -0.01 0.22
H 2.588522 4.298792 -2.438652 0.00 0.00 -0.01 0.23
H 2.443516 4.160212 -0.684179 0.01 -0.01 -0.01 0.23
H -1.683416 0.759082 -0.298267 0.05 -0.01 0.01 0.19
H -1.591062 3.180951 1.581054 -0.02 0.00 0.01 0.23
H -1.307758 1.515117 2.088122 0.03 -0.03 0.03 0.22
H -2.902983 1.995712 1.498759 0.00 0.03 -0.04 0.23
H -1.822766 3.753428 -0.864090 -0.04 0.01 -0.01 0.22
H -3.199044 2.641343 -0.957053 -0.01 0.03 -0.03 0.23
H -1.845187 2.466101 -2.084582 0.00 -0.01 0.00 0.23

Record 2
15
Properties=species:S:1:pos:R:3:forces:R:3:nbo_charge:R:1 method="wB97M-V/def2-TZVPD" homo_lumo_gap_ha=0.3781 spin_multiplicity=1 relative_energy_kj_mol=488.88 e_homo_ev=-9.41 total_charge=0
H 2.783481 -0.627795 -1.870860 0.02 0.03 -0.01 0.35
N 2.098287 -0.981081 -1.204406 0.11 0.33 0.20 -0.71
C 1.776672 -0.093836 -0.372333 -0.03 -0.20 -0.09 0.52
O 1.952975 1.180715 -0.062764 -0.04 0.15 -0.15 -0.53
C 0.868456 0.198118 0.694828 -0.32 -0.29 0.18 0.19
N -0.457559 0.249680 0.457966 0.25 -0.12 0.06 -0.41
C -1.685656 0.841267 0.850363 -0.15 0.14 0.20 -0.22
C -1.318624 0.625460 -0.600332 -0.04 0.00 -0.26 -0.22
H 1.161538 0.094981 1.732596 0.04 0.05 -0.11 0.22
H -2.385287 0.150269 1.319736 0.07 0.19 -0.08 0.20
H -1.716087 1.862161 1.224250 0.12 -0.07 -0.07 0.20
H -1.762469 -0.182480 -1.178551 -0.05 0.13 0.13 0.21
H -1.056682 1.519482 -1.164402 0.02 -0.14 0.06 0.20
H 0.151783 -2.364645 -0.150740 -0.04 -0.13 0.01 0.02
H -0.410823 -2.472294 0.324643 0.04 -0.08 -0.05 -0.03

Record 3
11
Properties=species:S:1:pos:R:3:forces:R:3:nbo_charge:R:1 method="wB97M-V/def2-TZVPD" homo_lumo_gap_ha=0.3704 spin_multiplicity=1 relative_energy_kj_mol=394.71 e_homo_ev=-9.57 total_charge=0
C 1.569385 -1.132057 0.235475 -2.41 1.08 1.32 -0.30
C -0.032120 0.571205 -0.076411 -1.33 3.51 0.33 0.17
C -0.409287 1.885788 0.124364 0.46 -0.33 1.34 -0.39
C -1.162683 -0.412293 0.005410 -0.51 -2.20 -1.01 0.22
H 1.468655 -0.965201 1.587884 0.27 -0.78 -4.55 0.21
H 2.586706 -1.202462 -0.102994 0.32 -0.80 0.28 0.20
H 0.750478 -2.042694 -0.246788 2.68 3.11 1.63 0.24
H -1.412744 2.231608 0.572444 1.53 -1.05 -1.26 0.23
H 0.384928 2.697315 0.152346 -0.99 -1.27 -0.33 0.22
N -1.998586 -1.244966 -0.077672 2.50 2.72 0.51 -0.30
O 1.302539 0.315042 -0.394027 -2.52 -3.98 1.74 -0.51

Record 4
16
Properties=species:S:1:pos:R:3:forces:R:3:nbo_charge:R:1 method="wB97M-V/def2-TZVPD" homo_lumo_gap_ha=0.3018 spin_multiplicity=1 relative_energy_kj_mol=657.99 e_homo_ev=-8.81 total_charge=0
C 1.626444 -1.138506 1.814972 -0.13 -1.09 -1.08 -0.04
C 2.340495 -0.023936 2.354672 0.23 0.02 1.21 -0.08
C -0.198634 -0.527161 0.326867 -1.27 1.12 -1.11 -0.08
C -1.411796 0.426436 -1.963790 0.83 0.67 2.38 -0.85
N 0.767360 -0.926122 0.915767 0.31 -0.79 1.22 -0.27
N 1.635792 1.282054 2.564047 -0.45 0.56 -0.16 -0.19
N 2.398467 1.206802 1.581575 -0.45 -1.93 3.45 0.38
O 2.920787 1.785303 0.724349 1.47 1.80 -2.64 -0.30
O 0.507632 1.722763 -0.686200 -1.02 -0.49 0.31 -0.92
O 1.241627 -0.178319 -1.999604 -1.16 -0.43 0.46 -0.92
S 0.196790 0.394827 -1.168148 1.39 0.27 -1.67 2.08
H 1.908268 -2.149836 2.033809 0.32 -0.30 -0.07 0.22
H 3.047312 -0.379988 3.109269 0.41 0.90 -0.30 0.21
H -2.012687 0.653135 -1.078499 -0.45 -0.55 -0.25 0.25
H -1.411561 1.338884 -2.479137 0.11 1.08 -1.36 0.25
H -1.675661 -0.434887 -2.516569 -0.16 -0.83 -0.40 0.25

Record 5
61
Properties=species:S:1:pos:R:3:forces:R:3:nbo_charge:R:1 method="wB97M-V/def2-TZVPD" homo_lumo_gap_ha=0.2295 spin_multiplicity=1 relative_energy_kj_mol=408.42 e_homo_ev=-6.64 total_charge=0
Al 0.159581 -0.607900 0.026035 -0.09 0.76 0.47 1.92
Cl -1.898498 4.354604 -4.330235 -0.24 0.39 -0.30 -0.01
C 0.542340 3.837610 -2.994537 0.61 0.13 1.34 -0.09
C 1.675502 2.842771 -3.153675 0.21 1.06 -1.78 -0.14
C 2.095316 1.719797 -2.607121 0.07 -0.88 1.19 -0.25
C 1.452788 0.995576 -1.497876 -0.16 -1.34 0.12 0.60
O 2.093362 0.133639 -0.821980 -0.95 0.77 -0.79 -0.64
C -0.115595 2.274045 -0.265962 0.19 -0.18 3.26 0.02
C 0.131176 1.983305 1.075080 0.27 -0.32 -1.57 0.00
N 0.409650 0.663569 1.453609 -0.25 0.86 -0.63 -0.81
C 0.917935 0.303554 2.658441 -0.17 2.13 -0.16 0.20
C 1.298394 1.230756 3.677580 0.20 -3.61 -0.79 -0.30
C 1.865979 0.622675 4.822824 -1.13 1.79 -0.71 -0.15
C 1.977152 -0.712186 4.985337 0.18 -0.57 1.40 -0.29
C 1.578054 -1.644690 4.009923 0.17 0.11 -0.95 -0.08
C 1.733536 -3.047397 4.071204 -1.17 0.59 -2.08 -0.09
C 1.346575 -3.763962 2.934956 1.11 -1.27 2.08 -0.27
C 0.915166 -3.148695 1.778520 0.01 0.10 -0.66 0.08
N 0.751104 -1.850736 1.671146 0.69 0.67 0.89 -0.54
C 1.074796 -1.112187 2.788064 -0.04 0.07 0.35 0.21
C -1.205106 4.245427 -1.740156 1.59 -0.10 1.10 -0.23
H 2.323222 3.251613 -3.941672 -0.01 -0.75 0.33 0.23
H 3.004036 1.250136 -2.965475 0.13 0.23 0.00 0.22
H 0.182033 2.777816 1.823501 -0.19 -0.19 -0.20 0.19
H 1.209350 2.268482 3.508726 0.00 0.84 0.13 0.22
H 2.073165 1.283151 5.645625 0.43 0.03 0.31 0.21
H 2.284749 -0.989047 5.988422 0.15 -0.64 -0.26 0.21
H 2.136192 -3.503777 4.934985 0.31 -0.54 0.72 0.22
H 1.486179 -4.862305 2.953771 -0.21 0.80 -0.20 0.23
H 0.801240 -3.733948 0.883418 -0.37 -0.13 -0.22 0.21
H -2.060132 4.882554 -1.625874 -0.01 0.40 0.31 0.24
B -2.288025 -2.559925 -1.331235 0.04 -1.82 0.73 0.19
N -2.433671 -1.986002 0.109543 1.33 -0.55 -1.45 -0.27
C -3.458038 -2.191060 0.888961 -0.77 1.25 0.49 0.02
C -3.563794 -1.135556 1.759869 0.27 1.36 1.28 -0.35
C -2.448850 -0.337296 1.502503 0.11 -1.78 -1.32 0.01
N -1.749741 -0.892870 0.478676 -0.54 0.38 0.68 -0.45
N -0.804240 -3.012691 -1.519197 2.21 0.25 -1.06 -0.27
C -0.351714 -3.924531 -2.417567 -0.69 -0.23 0.93 0.03
C 1.048748 -3.834163 -2.519870 -1.04 -0.17 0.14 -0.36
C 1.379515 -2.813286 -1.682445 0.51 2.83 0.92 -0.01
N 0.290262 -2.243487 -1.117284 -0.98 -1.05 -0.52 -0.49
H -2.953281 -3.629385 -1.406125 0.34 1.06 -0.02 -0.04
H -2.497770 -1.736132 -2.131912 -0.44 0.59 -0.49 -0.04
H -4.130963 -2.949929 0.682075 -1.02 -1.38 -0.27 0.22
H -4.298255 -0.865785 2.510584 0.03 -0.52 -0.21 0.23
H -2.071844 0.523396 1.963132 0.28 1.00 0.60 0.23
H -1.098279 -4.627099 -2.842370 0.86 0.65 0.24 0.24
H 1.766915 -4.375010 -3.077895 0.10 -0.61 -0.53 0.24
H 2.316346 -2.238763 -1.503441 -0.60 -1.03 -0.23 0.24
Br 1.067743 5.276823 -4.187019 -0.13 0.56 -0.28 0.05
C -1.019068 3.519897 -3.046192 0.08 -1.63 -0.13 -0.07
C -1.419211 2.040351 -3.199272 1.32 -0.07 1.16 -0.26
C -0.907078 1.067916 -2.425143 0.70 -0.38 0.02 -0.06
C -0.015020 1.119792 -1.207575 0.07 -0.06 -0.27 -0.77
C -0.372475 3.702490 -0.583793 0.06 -0.06 -1.44 -0.26
C 0.398201 4.496684 -1.585397 -2.14 0.51 -1.57 -0.22
H -2.003056 1.791662 -4.062544 -0.26 -0.08 -0.23 0.23
H -1.004552 -0.004412 -2.659388 -0.72 0.67 -0.60 0.20
H -0.441401 4.393619 0.239896 -0.40 -0.35 0.70 0.24
H 0.823335 5.480472 -1.376191 0.11 -0.53 0.00 0.24

Record 6
33
Properties=species:S:1:pos:R:3:forces:R:3:nbo_charge:R:1 method="wB97M-V/def2-TZVPD" homo_lumo_gap_ha=0.3779 spin_multiplicity=1 e_homo_ev=-16.98 total_charge=+2 smiles="CN1C[N@H+](C)C/C1=[NH+]/[Si](C)(C)C"
C 0.354979 2.092623 0.174273 -4.55 -0.35 -3.17 -0.43
N 0.925173 0.809445 -0.093904 3.95 0.42 1.23 -0.38
C 2.397387 0.887060 -0.151621 0.64 0.36 -2.67 -0.07
N 2.887960 -0.440168 0.402934 -0.35 1.43 -1.17 -0.33
C 4.188742 -0.711312 -0.239007 -1.10 -3.91 1.04 -0.40
C 1.739751 -1.365694 0.182861 -0.84 3.86 -0.07 -0.26
C 0.512518 -0.434039 0.060792 -1.29 0.91 0.22 0.55
N -0.749855 -0.772839 0.028467 1.51 -1.27 0.30 -0.80
Si -2.593135 -0.250597 -0.052448 1.21 0.93 0.60 1.70
C -2.500816 0.720151 -1.673513 3.84 0.25 1.87 -1.10
C -2.691056 0.991260 1.416283 0.55 -5.19 1.79 -1.10
C -3.435290 -1.931150 0.194307 2.46 0.56 0.25 -1.13
H 0.217937 2.406550 1.168554 0.67 0.08 1.52 0.25
H 0.841859 2.816710 -0.480908 -0.24 0.10 0.28 0.25
H -0.756953 1.934680 -0.191193 2.11 1.00 0.50 0.24
H 2.812437 0.989159 -1.283336 -1.23 -0.85 2.27 0.25
H 2.849118 1.816568 0.232670 -0.39 -0.74 0.95 0.28
H 3.186993 -0.452377 1.343185 -0.69 0.67 2.02 0.45
H 3.873042 -1.180443 -1.091743 0.12 -0.05 -3.33 0.23
H 4.741629 0.139069 -0.213066 1.80 2.24 -0.44 0.24
H 4.664434 -1.589053 0.206187 0.25 0.52 0.84 0.26
H 1.723222 -2.023634 0.941937 -0.52 -2.38 2.66 0.26
H 1.780951 -1.831398 -0.711035 0.83 -1.78 -3.05 0.25
H -0.739535 -1.771046 -0.017975 -0.53 -1.03 0.30 0.41
H -1.565833 0.516608 -2.281191 -0.97 -0.09 0.80 0.25
H -3.266084 0.435037 -2.239061 -3.40 -0.73 -2.68 0.26
H -2.483229 1.797380 -1.502901 -0.43 -0.05 0.05 0.26
H -1.745219 1.107367 1.942412 0.37 0.33 -0.51 0.24
H -3.059186 1.855826 1.026097 -1.45 2.58 -0.29 0.25
H -3.229496 0.423443 2.274536 -0.07 1.52 -1.55 0.28
H -3.577927 -2.144034 1.239603 -0.39 0.11 0.39 0.27
H -4.283755 -2.008301 -0.368409 -3.10 0.55 -0.94 0.28
H -3.020755 -2.832850 -0.243800 1.25 -0.03 -0.01 0.27

Record order is preserved below.
Electronic energy: -3004.8450 -341.8174 -285.2642 -943.3181 -4785.5060 -770.5229 hartree